Entry 1:
C8H9ClHfO3 as an isolated structure in a non-equilibrium geometry. Source: the Open Molecules 2025 dataset; level of theory: ωB97M-V with the def2-TZVPD basis set.

Atoms and positions in Å:
Cl: 1.096 -2.249 1.000
C: -0.233 -0.722 -2.352
C: -1.227 0.284 -2.025
C: -2.155 -0.292 -1.063
H: -1.352 1.253 -2.541
C: -1.708 -1.626 -0.771
C: -0.503 -1.909 -1.544
H: 0.083 -2.820 -1.491
H: 0.594 -0.622 -3.065
H: -3.064 0.190 -0.649
C: -2.328 -2.591 0.223
Hf: -0.049 -0.297 -0.090
C: -0.428 0.065 2.059
O: -0.608 0.180 3.220
C: 2.085 0.410 0.071
O: 3.202 0.630 0.225
H: -2.772 -2.038 1.060
H: -1.563 -3.273 0.605
H: -3.114 -3.161 -0.286
O: -0.168 2.207 -0.241
H: 0.251 2.614 0.561
H: 0.463 2.464 -0.978

Its total energy is -1043.542645 hartree. Its LUMO energy is -11.0 eV. The net charge is +2. As for the frontier orbital gap: 7.10 eV. The relative energy (zero: lowest compared OMol25 entry of this formula, charge and spin) is 0.00 kJ/mol.

=====

Entry 2:
A 2-piece molecular cluster, C8H9ClO3P overall in a non-equilibrium geometry. Source: the Open Molecules 2025 dataset; level of theory: ωB97M-V with the def2-TZVPD basis set.

Atoms and positions in Å:
C: -0.937 1.838 -2.215
C: 0.477 1.621 -2.122
C: -1.783 1.775 -1.112
C: 0.995 1.520 -0.872
C: -1.241 1.495 0.172
C: 0.107 1.344 0.356
C: 0.865 -2.689 -0.180
C: 0.721 1.052 1.565
O: -1.686 -2.032 2.542
O: 0.666 -3.007 2.902
O: -0.280 -2.589 0.573
P: -0.274 -2.168 2.109
Cl: -0.098 1.221 3.142
H: -1.308 1.842 -3.185
H: 1.036 1.610 -3.056
H: -2.871 1.568 -1.376
H: 2.079 1.313 -0.633
H: -1.734 1.249 1.086
H: 1.717 -3.262 0.210
H: 1.065 -1.631 -0.332
H: 0.576 -3.090 -1.141
H: 1.911 1.020 1.567

Its total energy is -1337.522171 hartree. Its LUMO energy (alpha / beta) is 3.3 / 2.3 eV. The net charge is -1. As for the frontier orbital gap (alpha / beta): 7.07 / 4.89 eV. The relative energy (zero: lowest compared OMol25 entry of this formula, charge and spin) is 80.39 kJ/mol.

=====

Entry 3:
One molecule with the formula C8H9ClOS in a non-equilibrium geometry. Source: the Open Molecules 2025 dataset; level of theory: ωB97M-V with the def2-TZVPD basis set.

Atoms and positions in Å:
C: 1.807 -0.110 -0.914
C: 0.319 0.171 1.313
C: -1.006 -0.045 0.668
C: -1.610 1.053 -0.030
C: -2.824 0.844 -0.674
C: -3.464 -0.373 -0.612
C: -2.895 -1.428 0.092
C: -1.621 -1.300 0.677
H: 0.847 -0.408 -1.279
H: 2.333 0.380 -1.805
H: 0.766 -0.795 1.483
H: 0.277 0.789 2.189
H: -1.028 1.987 -0.090
H: -3.178 1.639 -1.326
H: -4.519 -0.480 -0.973
H: -3.243 -2.398 -0.036
H: -1.184 -2.129 1.205
O: 0.984 2.304 -0.321
S: 1.553 1.093 0.383
Cl: 2.586 -1.610 -0.356

Its total energy is -1243.812269 hartree. Its LUMO energy is 0.7 eV. The net charge is 0. As for the frontier orbital gap: 9.89 eV. The relative energy (zero: lowest compared OMol25 entry of this formula, charge and spin) is 35.02 kJ/mol.

=====

Entry 4:
One molecule with the formula C8H9ClOS in a non-equilibrium geometry. Source: the Open Molecules 2025 dataset; level of theory: ωB97M-V with the def2-TZVPD basis set.

Atoms and positions in Å:
C: 2.207 0.214 -0.906
C: 1.069 -0.696 1.360
C: -0.255 -0.256 0.806
C: -1.137 -1.200 0.217
C: -2.206 -0.690 -0.588
C: -2.360 0.700 -0.665
C: -1.520 1.598 0.037
C: -0.441 1.164 0.748
H: 2.711 -0.105 -1.818
H: 1.128 0.217 -1.141
H: 1.581 0.152 1.844
H: 0.986 -1.571 2.055
H: -1.059 -2.233 0.404
H: -2.847 -1.255 -1.215
H: -3.136 1.123 -1.352
H: -1.720 2.660 -0.054
H: 0.276 1.899 1.204
O: 1.588 -2.183 -0.843
S: 2.211 -1.223 0.121
Cl: 2.924 1.684 -0.213

Its total energy is -1243.811797 hartree. Its LUMO energy is 0.6 eV. The net charge is 0. As for the frontier orbital gap: 9.74 eV. The relative energy (zero: lowest compared OMol25 entry of this formula, charge and spin) is 36.26 kJ/mol.

=====

Entry 5:
C8H9ErI3O4STi as an isolated structure in a non-equilibrium geometry. Source: the Open Molecules 2025 dataset; level of theory: ωB97M-V with the def2-TZVPD basis set.

Atoms and positions in Å:
I: 0.876 1.942 -3.924
I: -3.307 -0.290 -2.529
Ti: -2.546 0.771 -0.453
Er: 0.242 2.518 -1.233
S: -0.402 0.154 -0.492
C: 2.268 2.044 0.117
C: 1.148 4.505 -0.003
C: 0.788 -1.572 0.031
C: -0.093 -2.777 -0.248
C: 1.029 -1.255 1.475
C: 1.964 -1.462 -0.901
C: -3.796 1.552 1.082
C: -2.665 -0.738 1.133
O: 1.438 5.430 0.626
O: 3.127 1.788 0.846
O: -4.327 2.132 1.948
O: -2.457 -1.176 2.196
H: 0.449 -3.718 0.012
H: -0.366 -2.843 -1.322
H: -1.032 -2.766 0.338
H: 1.633 -2.031 1.953
H: 0.097 -1.163 2.036
H: 1.567 -0.313 1.571
H: 2.665 -2.287 -0.721
H: 2.505 -0.525 -0.745
H: 1.653 -1.499 -1.955
I: -2.458 3.581 -0.837

Its total energy is -3765.343276 hartree. Its LUMO energy (alpha / beta) is -16.5 / -17.6 eV. The net charge is +4. Its expectation value of S² is 6.005. As for the frontier orbital gap (alpha / beta): 6.63 / 5.54 eV. As for the spin multiplicity: 5.

=====

Entry 6:
C8H9I2N as an isolated structure in a non-equilibrium geometry. Source: the Open Molecules 2025 dataset; level of theory: ωB97M-V with the def2-TZVPD basis set.

Atoms and positions in Å:
C: 1.486 0.981 2.348
C: 1.795 -0.331 2.801
C: 0.405 0.895 1.553
C: 0.875 -1.098 2.224
C: 0.396 0.082 -1.454
C: -0.893 0.056 -1.261
C: -2.205 0.090 -1.931
C: -1.055 -0.751 0.710
N: 0.038 -0.431 1.451
I: -2.952 0.127 1.528
I: -1.342 -2.774 0.403
H: 2.142 1.725 2.832
H: 2.556 -0.673 3.416
H: -0.257 1.635 1.186
H: 0.596 -2.080 2.466
H: 1.028 -0.310 -0.653
H: 0.834 0.463 -2.422
H: -2.184 0.942 -2.544
H: -2.549 -0.766 -2.603
H: -3.026 0.295 -1.060

Its total energy is -960.088236 hartree. Its LUMO energy (alpha / beta) is 0.4 / -3.7 eV. The net charge is 0. Its expectation value of S² is 2.008. As for the frontier orbital gap (alpha / beta): 6.13 / 4.54 eV. As for the spin multiplicity: 3.

=====

Entry 7:
An isolated ion of composition C8H9INS and charge +1 in a non-equilibrium geometry. Source: the Open Molecules 2025 dataset; level of theory: ωB97M-V with the def2-TZVPD basis set.

Atoms and positions in Å:
I: 3.256 0.496 -0.382
C: 1.819 -0.473 0.993
S: 1.712 -2.279 0.820
C: 0.893 -2.234 -0.778
C: -0.476 -1.514 -0.736
N: -0.546 -0.118 -0.259
C: -1.648 0.631 -0.529
C: -1.741 1.974 -0.248
C: -0.824 2.522 0.619
C: 0.211 1.676 1.058
C: 0.409 0.356 0.566
H: 2.000 -0.332 1.974
H: 0.870 -3.219 -0.967
H: 1.388 -1.650 -1.609
H: -0.968 -1.660 -1.659
H: -1.244 -2.200 -0.054
H: -2.450 0.171 -1.008
H: -2.706 2.306 -0.642
H: -0.857 3.445 1.042
H: 0.904 2.101 1.797

Its total energy is -1060.574411 hartree. Its LUMO energy is -4.5 eV. The net charge is +1. As for the frontier orbital gap: 8.19 eV. The relative energy (zero: lowest compared OMol25 entry of this formula, charge and spin) is 0.00 kJ/mol.

=====

Entry 8:
One molecule with the formula C8H9IO in a non-equilibrium geometry. Source: the Open Molecules 2025 dataset; level of theory: ωB97M-V with the def2-TZVPD basis set.

Atoms and positions in Å:
C: 1.187 -2.013 0.030
C: 1.646 -0.562 0.389
O: 1.996 -0.456 1.727
I: 3.367 0.088 -0.773
C: 0.201 0.353 -0.013
C: 0.011 1.199 -1.088
C: -1.277 1.695 -1.324
C: -2.348 1.423 -0.507
C: -2.128 0.749 0.649
C: -0.921 0.168 0.892
H: 0.104 -2.059 0.404
H: 1.864 -2.765 0.487
H: 1.107 -2.178 -1.101
H: 2.718 -1.035 2.078
H: 0.786 1.453 -1.829
H: -1.316 2.317 -2.250
H: -3.347 1.691 -0.827
H: -2.922 0.486 1.326
H: -0.729 -0.552 1.728

Its total energy is -683.124518 hartree. Its LUMO energy is 0.6 eV. The net charge is 0. As for the frontier orbital gap: 9.86 eV. The relative energy (zero: lowest compared OMol25 entry of this formula, charge and spin) is 0.00 kJ/mol.

=====

Entry 9:
C8H9IrN2O5S as an isolated structure in a non-equilibrium geometry. Source: the Open Molecules 2025 dataset; level of theory: ωB97M-V with the def2-TZVPD basis set.

Atoms and positions in Å:
O: -2.483 -4.512 -0.743
C: -2.094 -3.746 0.006
Ir: 0.506 0.148 -2.284
O: 2.025 -2.290 -1.173
C: 1.472 -1.390 -1.662
C: 1.845 1.488 -1.880
O: 2.651 2.296 -1.636
C: 0.470 4.036 -2.346
O: 0.110 4.972 -1.792
C: 0.196 0.571 -4.139
O: -0.045 0.879 -5.228
H: -0.593 -0.896 -2.427
C: 0.622 1.160 2.398
N: -0.636 1.066 1.632
C: -0.844 0.075 0.724
S: -1.409 0.561 -0.846
N: -0.708 -1.206 1.065
C: -0.510 -1.641 2.449
H: 0.469 0.789 3.420
H: 0.883 2.223 2.458
H: 1.458 0.621 1.922
H: -0.976 1.977 1.309
H: -1.017 -1.912 0.383
H: -1.071 -0.991 3.137
H: -0.883 -2.662 2.552
H: 0.560 -1.619 2.701

Its total energy is -1297.017358 hartree. Its LUMO energy (alpha / beta) is -11.9 / -16.1 eV. The net charge is +3. Its expectation value of S² is 8.767. As for the frontier orbital gap (alpha / beta): 6.63 / 6.20 eV. The relative energy (zero: lowest compared OMol25 entry of this formula, charge and spin) is 33.35 kJ/mol. As for the spin multiplicity: 6.

=====

Entry 10:
One molecule with the formula C8H9N in a non-equilibrium geometry. Source: the Open Molecules 2025 dataset; level of theory: ωB97M-V with the def2-TZVPD basis set.

Atoms and positions in Å:
C: 1.143 -0.785 -2.063
C: 2.082 -0.266 -1.045
C: -0.093 -0.617 -1.491
C: -0.035 0.053 -0.096
C: 1.427 -0.025 0.092
C: -0.923 0.489 0.782
C: 2.086 0.729 1.299
C: -2.911 -0.438 -0.011
N: -2.209 0.449 0.962
H: 1.433 -1.242 -3.038
H: 3.184 -0.216 -1.045
H: 2.248 1.921 1.147
H: 1.415 0.597 2.087
H: 2.936 0.155 1.603
H: -3.000 -1.491 0.270
H: -3.948 -0.047 -0.223
H: -2.259 -0.374 -0.851
H: -2.577 1.109 1.621

Its total energy is -364.731807 hartree. Its LUMO energy (alpha / beta) is -0.3 / -0.7 eV. The net charge is 0. As for the frontier orbital gap (alpha / beta): 7.42 / 7.33 eV. The relative energy (zero: lowest compared OMol25 entry of this formula, charge and spin) is 649.80 kJ/mol.

=====

Entry 11:
C8H9N2O2S as an isolated structure in a non-equilibrium geometry. Source: the Open Molecules 2025 dataset; level of theory: ωB97M-V with the def2-TZVPD basis set.

Atoms and positions in Å:
C: -1.876 -2.379 -0.076
C: -2.787 -1.311 -0.121
C: -0.532 -2.216 0.019
C: -2.335 -0.028 -0.075
C: -0.076 -0.868 0.232
C: -1.005 0.227 0.110
C: 1.203 -0.417 0.305
C: 1.035 1.481 0.200
N: -0.369 1.429 0.096
N: 1.708 1.985 -0.816
O: 3.678 -0.622 0.898
O: 2.551 -0.780 -1.265
S: 2.611 -1.426 0.063
H: -2.130 -3.504 -0.414
H: -3.822 -1.551 -0.282
H: -0.029 -3.128 0.078
H: -3.013 0.800 -0.102
H: 1.235 1.912 1.147
H: -0.864 2.387 0.225
H: 4.072 -1.147 1.550
H: 2.689 1.886 -0.723
H: 1.485 1.547 -1.671

Its total energy is -968.048795 hartree. Its LUMO energy is -5.3 eV. The net charge is +1. As for the frontier orbital gap: 7.48 eV. The relative energy (zero: lowest compared OMol25 entry of this formula, charge and spin) is 221.90 kJ/mol.